C4H10NO | the ωB97M-V functional and the def2-TZVPD basis

Last column: natural (NBO) charge in e.
Cartesian coordinates (Å):
1 C -0.24 0.14 -0.27  -0.2276
2 N -0.07 -0.26 1.13  -0.6955
3 C 1.14 0.40 1.79  0.1553
4 O 1.49 1.57 1.26  -0.9396
5 C -0.96 -0.94 -1.06  -0.4057
6 C -1.34 -0.47 -2.45  -0.5978
7 H 0.69 0.52 -0.68  0.1998
8 H -0.87 1.03 -0.24  0.1695
9 H 0.08 -1.26 1.22  0.3145
10 H 1.96 -0.38 1.74  0.0203
11 H 0.85 0.49 2.87  0.0635
12 H -0.34 -1.84 -1.07  0.1782
13 H -1.87 -1.16 -0.51  0.1894
14 H -0.52 -0.12 -3.08  0.1957
15 H -2.05 0.34 -2.35  0.1964
16 H -1.83 -1.25 -3.06  0.1836

Values from the calculation:
HOMO energy ... -2.059 eV
Energy relative to the best compared isomer or geometry (same formula, charge and spin) ... 12.8 kcal/mol
Strongest force on any atom ... 0.92 eV/Å
Lowest unoccupied orbital energy ... 3.9 eV
Structure (SMILES) ... CCCNC[O-]
Kohn-Sham gap ... 5.9 eV
Net charge ... -1